Record 1
Molecular formula: C35H48BrN3O2OsSi
Method: DFT, the ωB97M-V functional and the def2-TZVPD basis

Geometry as XYZ:
```
91
Properties=species:S:1:pos:R:3
Os 0.12765 0.04663 0.14334
C 3.73394 -1.85282 -1.08996
C 3.25778 -2.47729 0.18868
C 4.12596 -3.20026 0.99579
C 3.68956 -3.76298 2.18294
C 2.37234 -3.60643 2.59107
C 1.46414 -2.91583 1.80683
C 0.01083 -2.86206 2.19362
C 1.91886 -2.36267 0.59560
N 0.97197 -1.72692 -0.25270
C 0.56815 -2.39644 -1.40267
O 0.98385 -3.45525 -1.78554
C -0.52688 -1.64938 -2.10451
C -1.17306 -2.05876 -3.24978
C -2.20344 -1.26239 -3.74553
C -2.55969 -0.08824 -3.08563
C -1.86238 0.25679 -1.94919
N -0.87045 -0.51325 -1.48265
C -2.08730 1.48898 -1.12379
O -2.93010 2.30356 -1.38589
N -1.17679 1.56165 -0.07940
C -1.17696 2.71080 0.75727
C -2.19423 2.88330 1.71120
C -3.30958 1.89094 1.85211
C -2.15977 4.02568 2.50011
C -1.16540 4.97549 2.33763
C -0.17808 4.79899 1.37733
C -0.16098 3.66808 0.57859
C 0.84943 3.53323 -0.52834
H 4.80679 -1.67691 -1.06222
H 3.23039 -0.90642 -1.29487
H 3.52958 -2.52735 -1.92483
H 5.15185 -3.33260 0.67602
H 4.37929 -4.33012 2.79446
H 2.03982 -4.05453 3.51985
H -0.11581 -3.02316 3.26262
H -0.54228 -3.64360 1.66708
H -0.46448 -1.90558 1.94239
H -0.86879 -2.98043 -3.72639
H -2.72970 -1.55744 -4.64362
H -3.35289 0.55884 -3.43396
H -2.96775 0.85910 1.74978
H -4.04979 2.07553 1.07056
H -3.81018 2.00029 2.81144
H -2.93520 4.17793 3.24033
H -1.16567 5.86747 2.95052
H 0.56780 5.57050 1.22854
H 1.69507 4.19943 -0.36999
H 0.39112 3.79729 -1.48478
H 1.23614 2.51312 -0.62876
C 4.57198 0.24536 6.22028
C 3.55964 -0.02480 5.09027
C 2.52180 -1.05340 5.56582
C 4.29359 -0.62796 3.87814
Si 2.72374 1.65380 4.69850
Br 1.44058 0.73409 1.99751
C 1.07214 2.09243 5.56743
C -0.03489 1.05577 5.30361
C 1.38543 2.15576 7.07517
C 0.54209 3.45924 5.10658
C 3.76379 3.06352 3.92268
C 2.95863 3.95066 2.95612
C 4.27625 3.92670 5.09147
C 4.95982 2.48067 3.15282
H 5.04777 -0.69952 6.49055
H 4.09586 0.64508 7.11890
H 5.35888 0.93631 5.91059
H 3.04380 -1.97085 5.84607
H 1.81805 -1.29701 4.76626
H 1.97101 -0.71773 6.44448
H 4.65210 -1.62003 4.15923
H 5.15737 -0.04174 3.57462
H 3.62936 -0.74666 3.02009
H 0.20849 0.06620 5.68428
H -0.25755 0.97828 4.23811
H -0.94205 1.39079 5.81084
H 1.74569 1.20343 7.46923
H 0.46726 2.40951 7.60901
H 2.12585 2.92612 7.30404
H 0.35765 3.47849 4.03111
H 1.21451 4.27494 5.37520
H -0.40909 3.64477 5.61038
H 2.18138 4.51880 3.46027
H 2.50317 3.36834 2.15260
H 3.64908 4.66558 2.50278
H 3.46021 4.41916 5.62365
H 4.92599 4.70393 4.68342
H 4.86314 3.35323 5.81313
H 4.63283 1.82038 2.34711
H 5.64354 1.94240 3.80922
H 5.52155 3.30341 2.70579
```

## Properties
LUMO (alpha / beta): -6.54 / -8.88 eV
energy: -126012.970 eV
spin multiplicity: 5
relative energy (zero: lowest compared OMol25 entry of this formula, charge and spin): 0.000 eV
⟨S²⟩: 6.025
highest occupied orbital energy (alpha / beta): -13.95 / -13.93 eV
net charge: +2



Record 2
Molecular formula: C35H48ClN4NdO6
Method: DFT, the ωB97M-V functional and the def2-TZVPD basis

Geometry as XYZ:
```
95
Properties=species:S:1:pos:R:3
O -0.87935 0.74284 -2.34235
C 0.12611 0.82988 -3.23835
C -0.35083 0.33714 -4.61264
C -1.47533 -0.48831 -4.72783
H -1.96444 -0.85117 -3.81954
C -1.97175 -0.80685 -5.99422
H -2.89569 -1.37876 -6.06855
C -1.28964 -0.38442 -7.13981
H -1.67160 -0.64374 -8.12892
C -0.11267 0.36539 -7.01837
H 0.43904 0.68828 -7.90054
C 0.35190 0.73189 -5.75271
H 1.26345 1.32398 -5.61005
H 0.41949 1.88732 -3.38215
C 2.56679 1.06868 -2.28745
C 1.48121 0.12534 -2.70857
H 3.55104 0.58602 -2.23121
H 2.35044 1.48632 -1.29753
H 2.64929 1.91106 -2.99579
C 1.70440 -1.14877 -3.07249
C 3.04887 -1.78915 -3.14989
H 0.86539 -1.77336 -3.37403
H 3.54322 -1.54813 -4.10455
H 2.93896 -2.87816 -3.10789
H 3.71348 -1.47400 -2.33464
Nd -0.17946 -0.28544 -0.06452
Cl 2.66963 -1.22976 0.29019
C -1.50596 -2.84208 1.67729
O -1.68543 -1.64578 1.33150
N -1.46336 -3.27802 2.93641
C -1.69966 -2.41442 4.09116
C -1.06316 -4.64912 3.22716
H -1.35333 -3.63051 0.91779
H -2.10624 -1.45456 3.77163
H -0.76424 -2.25951 4.64551
H -2.40143 -2.92228 4.76401
H -1.05712 -5.22038 2.29198
H -1.76778 -5.10116 3.93547
H -0.06042 -4.68137 3.67696
H -5.08826 2.28342 -3.08049
H -5.80698 0.57578 -1.45485
C -4.10616 1.79620 -3.12876
C -4.80385 0.13663 -1.40893
N -3.83357 1.12855 -1.86403
H -3.32540 2.54198 -3.30709
C -2.74047 1.40962 -1.16867
O -2.38288 0.76149 -0.14087
H -4.57325 -0.17567 -0.38735
H -2.18644 2.28749 -1.52342
H -4.11835 1.06924 -3.95196
H -4.80353 -0.73309 -2.07960
H 1.98999 3.87937 2.78296
H 0.43781 5.82035 1.63285
C 2.30956 3.72341 1.74467
C 0.82829 5.42159 0.68557
N 1.21288 4.02402 0.82842
H 2.62820 2.68665 1.62051
C 0.54800 3.07474 0.18392
O 0.85491 1.84641 0.25480
H 0.05086 5.48516 -0.08223
H -0.29941 3.41665 -0.43234
H 3.14321 4.40197 1.53332
H 1.69618 6.02276 0.38649
C -1.49887 3.80784 4.64059
C -0.39851 2.78877 4.47900
C 0.78083 2.95579 5.21200
C 1.82129 2.02269 5.11434
C 1.70478 0.95367 4.24186
C 0.55298 0.80127 3.41219
N 0.50898 -0.11820 2.43231
C 2.67200 -2.95880 0.57352
C 3.48849 -3.45317 1.58440
C 3.65529 -4.83722 1.73069
C 3.00286 -5.70869 0.85479
C 2.15228 -5.20973 -0.12463
C 1.93141 -3.82598 -0.24131
C 0.93222 -3.35484 -1.27136
O 0.91493 -3.96234 -2.34822
O 0.17471 -2.35092 -0.95046
C -0.55202 1.69754 3.62676
C -1.83590 1.46380 2.89765
H -1.76443 4.26988 3.68243
H -2.40813 3.36300 5.05856
H -1.17560 4.60536 5.31560
H 0.86368 3.81575 5.88267
H 2.71619 2.14905 5.73056
H 2.50489 0.22136 4.13918
H 1.11903 -0.90933 2.63722
H 4.00518 -2.75508 2.23857
H 4.30485 -5.21871 2.51817
H 3.15600 -6.78385 0.93138
H 1.64646 -5.87061 -0.82734
H -1.97813 0.40921 2.63576
H -2.70185 1.77256 3.50175
H -1.89104 2.03026 1.95599
```

## Properties
LUMO (alpha / beta): 0.32 / 0.32 eV
energy: -83122.285 eV
spin multiplicity: 4
relative energy (zero: lowest compared OMol25 entry of this formula, charge and spin): 0.000 eV
⟨S²⟩: 3.752
highest occupied orbital energy (alpha / beta): -6.04 / -6.05 eV
net charge: 0



Record 3
Molecular formula: C35H48IIrN4O5Si4Te
Method: DFT, the ωB97M-V functional and the def2-TZVPD basis

Geometry as XYZ:
```
99
Properties=species:S:1:pos:R:3
Ir 0.60883 -2.65949 1.39360
O 0.66967 -0.66533 -2.77223
C 1.84161 -0.05446 -2.54176
C 2.32116 0.76645 -3.56476
C 3.52665 1.41768 -3.43208
C 4.30039 1.26716 -2.27864
C 3.84610 0.45426 -1.26966
C 2.61181 -0.21195 -1.37109
C 2.17443 -1.06487 -0.27679
O 0.93859 -1.46810 -0.26600
N 3.06898 -1.40790 0.66176
N 2.51723 -2.25711 1.53223
C 3.11667 -2.73915 2.57540
C 2.34438 -3.72432 3.33341
C 2.88754 -4.50455 4.34200
C 2.13273 -5.52883 4.89057
C 0.85249 -5.76720 4.41291
C 0.34784 -4.93918 3.42765
N 1.05387 -3.92282 2.93099
H 0.43984 -1.24775 -2.02909
H 1.71836 0.86621 -4.45736
H 3.87665 2.05290 -4.23566
H 5.24612 1.78145 -2.18216
H 4.42726 0.31445 -0.36939
H 4.14643 -2.49412 2.79904
H 3.90404 -4.32382 4.66331
H 2.55018 -6.15265 5.66915
H 0.25067 -6.58035 4.79071
H -0.64429 -5.07107 3.01628
O 0.15886 -1.15711 2.82811
C -1.07595 -1.47228 3.51004
C -2.01374 -2.14951 2.53791
C -3.37811 -2.13968 2.74891
C -4.20184 -2.75335 1.81700
C -3.63807 -3.33962 0.69537
C -2.26499 -3.31771 0.54620
N -1.47721 -2.74766 1.46444
H 0.85935 -0.90239 3.44328
H -1.51706 -0.53399 3.84503
H -0.87545 -2.11358 4.37131
H -3.79000 -1.64137 3.61611
H -5.27394 -2.75507 1.95878
H -4.24746 -3.80639 -0.06453
H -1.74899 -3.75316 -0.30023
C -4.69264 2.56845 1.07618
Si -3.37444 3.88867 0.86649
C -4.17338 5.46633 0.24601
C -2.58064 4.23088 2.53499
Si -1.70724 3.13756 -0.63142
Te -0.90148 1.11933 0.60089
Si 0.12868 4.60403 -0.75137
C 1.34248 3.96281 -2.02929
C -0.46378 6.32177 -1.22146
C 0.98681 4.66930 0.91423
Si -2.62382 2.48070 -2.70001
C -3.86151 1.10107 -2.42387
C -3.46806 3.98600 -3.43483
C -1.28027 1.89362 -3.86040
H -5.36975 2.84390 1.88910
H -4.25109 1.59663 1.30679
H -5.28990 2.45758 0.16937
H -4.90978 5.81137 0.97700
H -4.69371 5.31475 -0.70079
H -3.44461 6.26576 0.10413
H -3.35156 4.43672 3.28233
H -1.92253 5.10061 2.48967
H -1.98684 3.38255 2.88365
H 0.98573 4.14037 -3.04569
H 1.50989 2.88863 -1.91560
H 2.30789 4.46409 -1.92117
H -1.01482 6.31651 -2.16424
H 0.38515 7.00069 -1.33432
H -1.11992 6.73801 -0.45435
H 1.30284 3.67244 1.22787
H 0.33729 5.07662 1.69111
H 1.87408 5.30434 0.84953
H -4.73412 1.45007 -1.86926
H -3.41012 0.28278 -1.85852
H -4.20561 0.70411 -3.38213
H -4.24138 4.38546 -2.77700
H -3.94142 3.72110 -4.38397
H -2.75159 4.78565 -3.63485
H -0.77183 1.01191 -3.46724
H -0.53526 2.66957 -4.04264
H -1.72626 1.62301 -4.82176
I 7.40672 -4.64366 -1.40691
C 5.33207 -4.48002 -1.30207
C 4.66662 -4.94607 -0.17602
C 3.28921 -4.81912 -0.10414
C 2.57914 -4.23142 -1.14496
C 3.25435 -3.80185 -2.28200
C 4.63240 -3.91645 -2.36125
C 1.09495 -4.05014 -1.06815
O 0.43244 -3.78223 -2.04113
O 0.54405 -4.20806 0.14330
H 5.21941 -5.40899 0.63062
H 2.75079 -5.20944 0.75032
H 2.68601 -3.36026 -3.09079
H 5.15870 -3.57068 -3.24002
```

## Properties
LUMO (alpha / beta): -3.92 / -3.97 eV
energy: -103014.015 eV
spin multiplicity: 2
relative energy (zero: lowest compared OMol25 entry of this formula, charge and spin): 1.212 eV
⟨S²⟩: 0.754
highest occupied orbital energy (alpha / beta): -9.76 / -9.55 eV
net charge: +1